## w
Computed, not measured: C3H4N3 as an isolated structure, with ωB97M-V with the def2-TZVPD basis set.

Geometry as XYZ:
```
10
C3H4N3, DFT ωB97M-V with the def2-TZVPD basis set
C 1.673 -0.682 0.237
C -0.144 -0.338 -0.473
C -1.290 0.100 0.294
N 2.268 0.645 0.097
N 1.285 1.220 -0.199
N 0.714 -1.343 -0.133
H -0.009 -0.214 -1.550
H -1.257 1.155 0.190
H -1.081 0.002 1.429
H -2.160 -0.544 0.107
```

Values from the calculation:
Total charge: +1
Orbital gap (alpha / beta): 8.54 / 8.53 eV
E_HOMO (alpha / beta): -15.7 / -15.7 eV
M: 82.086 g mol⁻¹

## x
Computed, not measured: an isolated ion of composition C3H4N3 and charge +1, with ωB97M-V with the def2-TZVPD basis set.

Geometry as XYZ:
```
10
C3H4N3, DFT ωB97M-V with the def2-TZVPD basis set
C -0.178 -1.009 1.143
N 0.414 -0.325 0.128
N 0.320 -0.316 -1.081
C 0.188 0.792 -1.724
C -0.081 1.709 -0.653
N -0.062 1.662 0.508
H -1.135 -1.480 0.901
H 0.547 -1.705 1.600
H -0.306 -0.271 1.961
H 0.292 0.944 -2.783
```

Values from the calculation:
Total charge: +1
Orbital gap: 7.96 eV
SMILES string: CN=[N+]=CC#N
E_HOMO: -16.3 eV
M: 82.086 g mol⁻¹

## y
Computed, not measured: an isolated ion of composition C3H4N3 and charge +1, with ωB97M-V with the def2-TZVPD basis set.

Geometry as XYZ:
```
10
C3H4N3, DFT ωB97M-V with the def2-TZVPD basis set
C -2.307 -0.204 -0.405
N -1.094 -0.100 0.339
N 0.102 -0.301 0.195
C 1.183 0.552 0.149
C 2.396 0.059 -0.031
N 3.463 -0.361 -0.247
H -2.036 -0.115 -1.451
H -3.156 -0.059 0.268
H 1.133 1.677 -0.059
H 4.252 -1.013 -0.498
```

Values from the calculation:
Total charge: +1
Orbital gap: 8.86 eV
SMILES string: C=N/N=C/C#[NH+]
E_HOMO: -14.4 eV
M: 82.086 g mol⁻¹

Least stable: w

## w
Computed, not measured: one molecule with the formula C4H5FO, with ωB97M-V with the def2-TZVPD basis set.

Geometry as XYZ:
```
11
C4H5FO, DFT ωB97M-V with the def2-TZVPD basis set
C -1.188 1.356 0.119
C -0.825 0.068 -0.006
F -1.638 -1.022 0.045
C 0.518 -0.486 -0.353
C 1.467 -0.236 0.679
O 1.642 0.362 -0.568
H -2.170 1.928 -0.004
H -0.133 1.965 -0.174
H 0.445 -1.545 -0.900
H 1.308 0.513 1.523
H 2.320 -0.763 1.052
```

Values from the calculation:
Orbital gap: 10.81 eV
SMILES string: C=C(F)[C@@H]1CO1
E_HOMO: -9.8 eV
M: 88.081 g mol⁻¹

## x
Computed, not measured: one molecule with the formula C4H5FO, with ωB97M-V with the def2-TZVPD basis set.

Geometry as XYZ:
```
11
C4H5FO, DFT ωB97M-V with the def2-TZVPD basis set
C 2.417 -0.276 -0.080
C 1.322 0.215 0.116
C -0.080 0.427 0.404
O -0.465 1.698 -0.052
C -1.154 -0.620 -0.077
F -2.461 -0.137 0.053
H 3.363 -0.820 -0.218
H -0.128 0.506 1.505
H -0.489 1.582 -0.999
H -1.082 -1.675 0.501
H -1.242 -0.900 -1.152
```

Values from the calculation:
Orbital gap: 11.32 eV
SMILES string: C#C[C@@H](O)CF
E_HOMO: -10.5 eV
M: 88.081 g mol⁻¹

## y
Computed, not measured: one molecule with the formula C4H5FO, with ωB97M-V with the def2-TZVPD basis set.

Geometry as XYZ:
```
11
C4H5FO, DFT ωB97M-V with the def2-TZVPD basis set
C -0.079 -1.203 1.163
C 0.347 -0.062 0.672
F 0.917 0.820 1.519
C 0.293 0.288 -0.768
C -0.983 0.685 -1.204
O -0.455 -0.625 -1.475
H 0.036 -1.510 2.241
H -0.342 -1.917 0.384
H 1.155 0.699 -1.239
H -1.733 0.698 -0.422
H -1.194 1.396 -2.017
```

Values from the calculation:
Orbital gap: 10.82 eV
SMILES string: C=C(F)[C@@H]1CO1
E_HOMO: -9.8 eV
M: 88.081 g mol⁻¹

## z
Computed, not measured: C4H5FO as an isolated structure, with ωB97M-V with the def2-TZVPD basis set.

Geometry as XYZ:
```
11
C4H5FO, DFT ωB97M-V with the def2-TZVPD basis set
C -0.940 0.534 1.616
C -0.428 0.610 0.054
C 0.310 -0.629 -0.457
C 0.009 -1.847 0.136
H 0.186 0.738 2.379
H -1.454 -0.564 1.810
H -1.803 1.273 1.585
H -0.790 -1.747 1.030
H 0.660 -2.884 0.532
O -0.310 1.664 -0.585
F 1.330 -0.237 -1.194
```

Values from the calculation:
Orbital gap: 9.97 eV
E_HOMO: -10.1 eV
M: 88.081 g mol⁻¹

Least stable: z

## w
Computed, not measured: one molecule with the formula C4H5FO, with ωB97M-V with the def2-TZVPD basis set.

Geometry as XYZ:
```
11
C4H5FO, DFT ωB97M-V with the def2-TZVPD basis set
C 1.409 -0.875 0.318
C 1.277 0.108 -0.564
O 0.311 1.061 -0.592
C -0.863 1.026 0.134
C -1.776 0.022 0.083
F -1.643 -1.021 -0.727
H 0.776 -1.015 1.207
H 2.199 -1.609 0.193
H 2.003 0.299 -1.353
H -0.977 1.947 0.672
H -2.715 0.055 0.629
```

Values from the calculation:
Orbital gap: 9.93 eV
SMILES string: C=CO/C=C\F
E_HOMO: -8.9 eV
M: 88.081 g mol⁻¹

## x
Computed, not measured: a 2-piece molecular cluster, C4H5FO overall, with ωB97M-V with the def2-TZVPD basis set.

Geometry as XYZ:
```
11
C4H5FO, DFT ωB97M-V with the def2-TZVPD basis set
C -2.486 0.668 0.034
C -2.277 -0.635 0.093
O -2.326 -1.811 0.174
H -3.366 1.066 -0.359
H -1.675 1.298 -0.070
C 2.077 0.449 0.409
C 1.857 -0.563 -0.384
F 2.373 -1.767 0.097
H 2.453 0.320 1.415
H 1.825 1.398 -0.016
H 1.545 -0.422 -1.393
```

Values from the calculation:
Orbital gap: 10.17 eV
SMILES string: C=C=O.C=CF
E_HOMO: -9.5 eV
M: 88.081 g mol⁻¹

Least stable: x

## w
Computed, not measured: one molecule with the formula C6H15NO, with ωB97M-V with the def2-TZVPD basis set.

Geometry as XYZ:
```
23
C6H15NO, DFT ωB97M-V with the def2-TZVPD basis set
C 3.165 -0.258 1.224
C 2.082 0.642 0.618
C 0.718 0.434 1.292
C -0.275 -0.319 0.395
C -1.548 -0.669 1.159
N -0.532 0.481 -0.785
C -1.068 -0.167 -1.943
O -2.469 -0.004 -2.123
H 2.755 -1.272 1.338
H 4.002 -0.316 0.539
H 3.445 0.024 2.232
H 2.352 1.692 0.769
H 2.006 0.435 -0.448
H 0.222 1.379 1.557
H 0.838 -0.139 2.222
H 0.248 -1.216 0.059
H -2.266 -1.178 0.528
H -1.972 0.284 1.511
H -1.375 -1.248 2.060
H -1.088 1.307 -0.595
H -0.811 -1.234 -1.897
H -0.628 0.233 -2.857
H -2.945 -0.301 -1.345
```

Values from the calculation:
Orbital gap: 9.89 eV
SMILES string: CCC[C@@H](C)NCO
E_HOMO: -8.9 eV
M: 117.192 g mol⁻¹

## x
Computed, not measured: a 2-piece molecular cluster, C6H15NO overall, with ωB97M-V with the def2-TZVPD basis set.

Geometry as XYZ:
```
23
C6H15NO, DFT ωB97M-V with the def2-TZVPD basis set
C -2.057 -0.227 -0.922
C -0.748 0.044 -0.826
C 0.220 -1.092 -0.576
C 1.289 -0.804 0.516
C 1.412 -1.981 1.483
N -0.265 1.329 -0.982
C 1.070 1.664 -1.502
H -2.848 0.504 -1.081
H -2.517 -1.196 -1.008
H -0.358 -1.904 -0.173
H 0.639 -1.518 -1.491
H 1.032 0.039 1.147
H 2.200 -0.558 -0.030
H 1.886 -2.830 0.992
H 2.172 -1.756 2.235
H 0.469 -2.154 1.961
H -0.889 2.078 -0.746
H 1.471 2.424 -0.854
H 0.909 1.967 -2.533
H 1.736 0.820 -1.422
O -2.627 1.866 1.865
H -2.318 0.969 1.661
H -1.880 2.315 2.286
```

Values from the calculation:
Orbital gap: 8.45 eV
SMILES string: C=C(CCC)NC.O
E_HOMO: -7.7 eV
M: 117.192 g mol⁻¹

Least stable: x

## w
Computed, not measured: C6H15NO as an isolated structure, with ωB97M-V with the def2-TZVPD basis set.

Geometry as XYZ:
```
23
C6H15NO, DFT ωB97M-V with the def2-TZVPD basis set
C 1.662 1.270 -0.048
C 2.427 0.185 -0.728
N 1.527 1.419 1.249
C -0.896 1.021 -0.201
O -0.987 1.826 0.875
H 1.527 2.190 -0.608
H 0.174 1.831 1.373
H 1.664 0.558 1.776
H -0.471 1.343 -1.167
H 3.474 0.480 -0.836
H 2.039 0.031 -1.735
H 2.360 -0.761 -0.188
C -0.830 -0.624 0.153
C -1.926 -0.973 1.145
C -0.842 -1.486 -1.098
H 0.131 -0.725 0.663
H -1.904 0.716 -0.580
H -1.974 -0.205 1.918
H -1.725 -1.938 1.612
H -2.897 -1.017 0.652
H -0.641 -2.526 -0.838
H -0.077 -1.170 -1.806
H -1.816 -1.444 -1.586
```

Values from the calculation:
Orbital gap: 9.17 eV
E_HOMO: -8.6 eV
M: 117.192 g mol⁻¹

## x
Computed, not measured: a 2-piece molecular cluster, C6H15NO overall, with ωB97M-V with the def2-TZVPD basis set.

Geometry as XYZ:
```
23
C6H15NO, DFT ωB97M-V with the def2-TZVPD basis set
C -1.840 1.251 -1.096
C -0.561 0.464 -1.279
N -0.193 -0.160 -0.038
C 1.248 -0.648 -0.093
C 1.967 0.665 0.315
C 1.089 1.281 1.379
C -0.269 0.599 1.242
H -2.103 1.565 -0.012
H -2.831 0.752 -1.426
H -1.659 2.215 -1.692
H -0.535 -0.280 -2.088
H 0.164 1.316 -1.711
H 1.582 -1.085 -1.052
H 1.324 -1.408 0.749
H 2.965 0.480 0.843
H 2.110 1.327 -0.516
H 0.820 2.504 1.311
H 1.550 1.218 2.300
H -0.526 -0.167 2.182
H -1.193 1.326 1.183
O -1.025 -3.127 -0.352
H -0.811 -2.126 -0.312
H -1.105 -3.176 0.507
```

Values from the calculation:
Orbital gap: 9.73 eV
SMILES string: CCN1CCCC1.O
E_HOMO: -8.9 eV
M: 117.192 g mol⁻¹

Least stable: w